{"formula": "HN3O3S", "method": "ωB97M-V with the def2-TZVPD basis set", "elements": ["S", "O", "O", "O", "N", "N", "N", "H"], "xyz": [[1.305, 0.202, 0.205], [1.925, -0.643, -0.846], [0.960, 1.547, -0.201], [2.225, 0.279, 1.427], [-2.309, -0.544, -0.092], [-0.152, -0.516, 0.676], [-1.068, -0.141, -0.233], [-2.887, -0.185, -0.938]], "mulliken_charge": [0.823, -0.700, -0.651, -0.727, -0.914, -0.293, 0.359, 0.102], "e_above_lowest_kcal_mol": 33.0, "total_energy_ev": -21461.2494, "lumo_ev": 7.22, "charge": -2, "gap_ev": 6.71}

---

{"formula": "C3H4N2O", "method": "ωB97M-V with the def2-TZVPD basis set", "elements": ["O", "N", "N", "C", "C", "C", "H", "H", "H", "H"], "xyz": [[-2.829, 0.998, 0.001], [-1.209, -0.738, -0.001], [-0.473, 1.012, 0.000], [-1.718, 0.530, 0.000], [-0.025, -0.226, 0.000], [1.335, -0.772, 0.000], [1.476, -1.394, 0.887], [1.478, -1.389, -0.890], [2.069, 0.037, 0.003], [-0.105, 1.942, 0.001]], "mulliken_charge": [-0.508, -0.765, -0.244, 0.596, 0.834, -0.869, 0.269, 0.268, 0.291, 0.128], "e_above_lowest_kcal_mol": 49.7, "total_energy_ev": -8201.7319, "lumo_ev": 0.37, "charge": 0, "gap_ev": 10.03}

---

{"formula": "C5H12NO3", "method": "ωB97M-V with the def2-TZVPD basis set", "elements": ["O", "O", "O", "N", "C", "C", "C", "C", "C", "H", "H", "H", "H", "H", "H", "H", "H", "H", "H", "H", "H"], "xyz": [[1.523, -0.477, -1.723], [1.005, -2.660, 0.058], [-1.871, -0.295, 2.808], [0.369, -0.265, 2.099], [-0.939, -0.018, 2.023], [-0.224, 1.053, -1.487], [1.218, 0.831, -1.142], [-1.330, 0.821, 0.796], [-0.974, 0.130, -0.533], [0.547, -1.866, -0.289], [-0.416, 2.134, -1.426], [-0.900, 1.823, 0.832], [-0.270, 0.762, -2.555], [2.149, -0.977, -1.205], [-2.401, 1.047, 0.895], [-1.828, -0.272, -1.078], [0.625, -0.821, 2.912], [-0.457, -0.812, -0.266], [1.484, 0.755, -0.075], [0.804, -2.442, 0.977], [1.887, 1.550, -1.621]], "mulliken_charge": [-0.620, -0.780, -0.783, -0.699, 0.323, -0.758, -0.411, -0.683, 0.501, 0.347, 0.360, 0.288, 0.313, 0.300, 0.302, 0.441, 0.175, -0.626, 0.337, 0.323, 0.351], "e_above_lowest_kcal_mol": 47.9, "total_energy_ev": -13012.8179, "lumo_ev": 3.79, "charge": -1, "gap_ev": 7.61}

---

{"formula": "C43H33Br2GeN3O4W", "method": "ωB97M-V with the def2-TZVPD basis set", "elements": ["W", "Br", "Br", "Ge", "O", "O", "O", "O", "N", "N", "N", "C", "C", "C", "C", "C", "C", "C", "C", "C", "C", "C", "C", "C", "C", "C", "C", "C", "C", "C", "C", "C", "C", "C", "C", "C", "C", "C", "C", "C", "C", "C", "C", "C", "C", "C", "C", "C", "C", "C", "C", "C", "C", "C", "H", "H", "H", "H", "H", "H", "H", "H", "H", "H", "H", "H", "H", "H", "H", "H", "H", "H", "H", "H", "H", "H", "H", "H", "H", "H", "H", "H", "H", "H", "H", "H", "H"], "xyz": [[1.061, -0.148, 0.091], [-2.340, -5.420, 3.446], [0.591, -0.848, 5.025], [-1.103, 1.357, -0.516], [1.729, 1.674, -0.003], [0.608, -0.404, 1.939], [1.887, 4.473, -0.116], [1.946, -1.337, -1.252], [-0.374, -1.829, 0.066], [3.047, -0.380, 0.712], [3.117, -1.782, 0.679], [4.141, 2.423, 2.690], [-0.814, -1.963, -2.353], [-1.411, -3.846, 2.992], [-0.159, -1.898, 3.665], [-3.012, -0.158, 1.106], [-1.287, 5.225, 1.153], [2.398, -3.634, -0.698], [2.585, 3.745, 0.782], [1.838, -5.393, -2.235], [3.293, 4.443, 1.749], [-0.799, 3.725, 2.962], [-4.598, -0.972, -1.016], [-1.651, -3.669, -0.739], [-2.132, 2.757, -2.863], [-2.692, 0.269, -0.183], [-1.068, 2.855, 0.721], [1.932, 4.061, -1.484], [-0.915, -2.474, -0.961], [-3.505, -0.145, -1.240], [-0.857, -3.088, 3.985], [-1.037, 5.011, 2.499], [2.541, -2.200, -0.420], [-4.891, -1.402, 0.270], [-4.099, -0.990, 1.333], [-0.105, 1.551, -3.264], [-1.137, 2.775, -5.052], [2.022, -6.323, -1.221], [3.423, 1.691, 1.736], [-1.293, -3.470, 1.628], [-1.832, -4.166, 0.516], [-2.148, 3.172, -4.188], [-1.107, 1.943, -2.376], [2.018, -4.043, -1.975], [2.400, -5.912, 0.052], [4.051, 3.796, 2.715], [2.597, -4.568, 0.315], [-0.818, 2.656, 2.081], [-0.113, 1.961, -4.589], [-1.295, 4.155, 0.269], [3.628, 0.273, 1.653], [-0.046, -1.504, 2.359], [2.579, 2.340, 0.816], [-0.589, -2.303, 1.336], [-3.293, 0.195, -2.247], [-0.951, -3.391, 5.017], [-2.071, -4.182, -1.592], [4.278, -0.243, 2.355], [-0.599, 3.556, 4.013], [3.230, 5.523, 1.718], [4.591, 4.363, 3.459], [1.560, -5.719, -3.228], [-0.574, -2.775, -3.039], [-2.934, 3.069, -2.203], [4.778, 1.898, 3.389], [2.546, -6.640, 0.837], [-1.027, 5.845, 3.188], [1.882, -3.307, -2.754], [2.893, -4.231, 1.300], [-5.227, -1.273, -1.844], [-2.390, -5.079, 0.668], [-1.149, 3.097, -6.085], [-0.614, 1.661, 2.465], [-4.338, -1.307, 2.340], [-5.744, -2.044, 0.447], [1.877, -7.376, -1.424], [-2.948, 3.805, -4.548], [-0.073, -1.175, -2.461], [0.720, 0.926, -2.920], [1.985, 4.971, -2.079], [2.816, 3.450, -1.678], [-1.790, -1.567, -2.640], [0.677, 1.650, -5.260], [-1.469, 4.340, -0.783], [-2.415, 0.170, 1.952], [1.034, 3.501, -1.743], [-1.466, 6.228, 0.788]], "lowdin_spin": [0.848, 0.001, 0.001, -0.009, 0.009, 0.034, -0.002, 0.042, 0.006, -0.020, 0.017, 0.006, 0.008, 0.004, 0.004, -0.002, 0.000, 0.000, -0.002, 0.000, 0.008, 0.000, 0.000, -0.001, 0.000, -0.006, -0.004, 0.000, 0.003, -0.002, -0.001, -0.001, -0.001, -0.001, 0.000, 0.004, 0.000, -0.002, 0.002, 0.000, 0.000, 0.000, 0.002, -0.001, 0.000, -0.002, -0.002, -0.001, 0.000, -0.002, 0.031, 0.007, 0.010, 0.004, 0.000, 0.000, 0.000, 0.001, 0.000, 0.000, 0.000, 0.000, 0.001, 0.000, 0.000, 0.000, 0.000, 0.000, 0.000, 0.000, 0.000, 0.000, 0.000, 0.000, 0.000, 0.000, 0.000, 0.006, 0.004, 0.000, 0.000, 0.000, 0.000, 0.000, 0.000, 0.000, 0.000], "e_above_lowest_kcal_mol": 0.0, "total_energy_ev": -256208.9981, "lumo_ev": [-4.20, -3.96], "multiplicity": 2, "charge": 1, "gap_ev": [6.50, 6.82]}

---

What is the formula in the third record?
C5H12NO3